1.
94
Properties=species:S:1:pos:R:3:forces:R:3:lowdin_spin:R:1 method="wB97M-V/def2-TZVPD" homo_lumo_gap_ev="6.26 / 6.88" total_charge=+1 multiplicity=2 e_homo_ev="-10.49 / -10.50" s_squared=0.7598 lumo_energy_ev="-4.23 / -3.62" largest_force_ev_per_a=3.5 de_lowest_kj_mol=182.4
Cr 0.0824 -0.2042 -0.2133 0.1 -1.1 -1.8 1.009
C 1.8979 3.5119 -0.2577 0.1 -0.3 0.0 0.000
As 1.5147 2.3708 -1.8115 -0.1 2.4 -1.9 0.000
C 2.9386 2.3566 -3.1469 0.0 -0.2 0.3 -0.001
C 0.2098 3.4092 -2.8977 0.3 -0.2 0.2 0.000
C -1.1550 3.8964 -2.3779 0.1 -0.1 0.0 0.000
C -1.7329 4.8063 -3.4767 0.1 -0.2 0.1 0.000
C -2.1183 2.7216 -2.2270 0.2 -0.1 0.1 -0.001
As -1.8887 1.2088 -0.9037 -1.8 0.9 -0.1 -0.004
C -3.1448 0.1280 -1.9514 0.0 -0.2 0.0 0.000
C -3.1985 1.6824 0.5067 0.3 -0.1 -0.2 -0.002
C -1.0078 4.6823 -1.0735 -0.1 0.1 0.1 0.000
As -2.2837 6.1893 -0.7070 0.1 -0.2 0.3 0.000
C -3.7362 5.1990 0.1915 0.1 0.1 -0.1 0.000
C -1.3506 6.7242 0.9481 -0.1 0.0 -0.1 0.000
H 1.9053 4.5468 -0.5996 -0.1 -0.1 -0.2 0.000
H 2.8731 3.2482 0.1410 -0.1 0.0 -0.1 0.000
H 1.1466 3.3585 0.5174 0.0 0.1 -0.2 0.000
H 3.1204 3.3529 -3.5553 -0.2 -0.1 0.1 0.000
H 2.6075 1.6787 -3.9437 0.0 0.2 0.2 0.000
H 3.8511 1.9646 -2.7001 -0.1 0.1 0.0 0.000
H 0.0637 2.7925 -3.7961 0.1 0.1 0.1 0.000
H 0.8021 4.2865 -3.1994 -0.1 -0.2 0.0 0.000
H -1.7406 4.2964 -4.4374 0.0 0.0 -0.1 0.000
H -1.1402 5.7168 -3.5670 0.0 0.0 0.0 0.000
H -2.7545 5.0888 -3.2242 0.0 0.1 -0.1 0.000
H -2.1625 2.2011 -3.1926 -0.1 0.0 0.2 0.000
H -3.1196 3.1192 -2.0135 0.1 -0.3 0.0 0.000
H -3.9219 0.7635 -2.3897 0.3 0.0 0.2 0.000
H -3.6225 -0.6220 -1.3269 0.1 0.1 0.0 0.000
H -2.6096 -0.3922 -2.7452 0.0 0.0 0.0 0.000
H -4.1217 2.0594 0.0616 0.2 0.0 0.0 0.000
H -2.8087 2.4180 1.2070 0.0 0.0 0.0 0.000
H -3.4200 0.7629 1.0547 0.0 0.1 -0.1 0.000
H -0.0460 5.2016 -1.1011 -0.1 0.0 0.2 0.000
H -1.0032 3.9777 -0.2284 0.1 0.3 0.0 0.000
H -4.2518 4.5384 -0.5025 0.0 0.0 -0.1 0.000
H -4.4645 5.9130 0.5730 0.0 0.1 0.0 0.000
H -3.3484 4.6211 1.0268 0.0 -0.1 0.0 0.000
H -0.4260 7.2491 0.7122 0.0 0.0 -0.1 0.000
H -1.1167 5.8559 1.5639 0.0 -0.1 0.0 0.000
H -1.9790 7.3998 1.5252 -0.1 0.0 0.0 0.000
O -0.4834 -5.6612 -1.0318 0.1 -0.3 -0.1 0.000
C -1.7120 -5.1488 -0.9052 -0.2 0.2 0.1 0.001
C -2.7888 -6.0361 -1.0012 0.2 0.0 0.0 0.000
C -4.0859 -5.5954 -0.8715 0.2 0.0 0.0 0.001
C -4.3462 -4.2528 -0.6234 -0.2 0.2 0.1 0.000
C -3.2990 -3.3673 -0.5276 0.0 0.1 0.0 0.001
C -1.9713 -3.7806 -0.6867 0.0 0.0 0.0 -0.001
C -0.9100 -2.7689 -0.6492 1.5 -1.4 0.1 0.004
O -1.2117 -1.5235 -0.7237 0.1 2.2 0.2 0.002
N 0.3435 -3.1491 -0.5573 -1.0 -1.1 0.0 -0.009
N 1.2770 -2.1484 -0.6488 -0.3 0.8 0.1 0.002
C 2.4773 -2.6429 -0.7015 -0.3 -0.4 -0.1 -0.004
S 2.6923 -4.3499 -0.3399 0.3 0.1 -0.2 -0.002
C 4.5145 -4.3234 -0.4698 -0.3 0.0 0.2 0.000
C 4.8662 -3.3338 -1.5493 -0.3 0.4 0.0 0.000
S 3.9037 -1.7908 -1.2178 0.5 -0.8 -0.4 -0.003
H 0.1859 -4.9582 -0.9308 -0.1 0.2 0.0 0.000
H -2.5656 -7.0760 -1.1732 0.0 -0.1 0.0 0.000
H -4.9003 -6.2987 -0.9487 -0.1 -0.1 0.0 0.000
H -5.3628 -3.9106 -0.5029 -0.1 0.0 0.0 0.000
H -3.4842 -2.3262 -0.2998 0.0 -0.1 -0.1 0.000
H 4.8299 -5.3348 -0.7189 0.0 0.0 0.0 0.000
H 4.9278 -4.0396 0.4993 0.0 0.0 -0.1 0.000
H 4.5983 -3.6925 -2.5443 0.0 0.0 0.1 0.000
H 5.9166 -3.0532 -1.5286 0.1 0.0 0.0 0.000
F 4.7535 -0.7098 1.6460 -0.3 0.5 -0.3 0.001
C 3.5108 -0.2187 1.6545 -0.4 -0.6 0.0 0.004
F 2.7045 -1.2440 2.0755 0.3 0.2 0.0 0.000
F 3.4428 0.7389 2.5793 0.1 0.0 -0.3 0.001
S 2.7107 0.3133 -0.0364 2.3 -1.0 2.4 0.004
O 3.6246 1.3607 -0.4615 0.4 0.5 -0.5 0.001
O 1.4983 0.8948 0.6846 -1.5 0.0 0.4 0.016
O 0.9810 0.7748 -1.7796 -0.7 -0.9 0.7 -0.007
O 4.0995 -4.4351 3.8101 0.5 0.2 0.1 0.000
C 2.7917 -4.9201 3.7686 -0.5 -0.3 0.0 0.000
N 1.8594 -3.8949 3.3455 0.2 -0.3 -0.2 0.000
C 1.0066 -3.2802 4.1968 0.0 0.0 -0.3 0.000
O 0.8065 -3.6355 5.3357 -0.1 0.1 0.4 0.000
C 0.3497 -2.0538 3.6257 -0.4 0.4 0.1 0.000
C 0.0778 -0.9990 4.4916 -0.1 -0.1 -0.5 0.000
C -0.4294 0.1756 3.9603 0.0 -0.1 0.0 0.000
C -0.6084 0.2666 2.5939 -0.2 0.2 0.1 0.000
N -0.3707 -0.7462 1.7522 0.3 0.5 0.3 -0.012
C 0.0636 -1.8941 2.2761 0.2 -0.5 0.3 -0.001
H 4.2245 -3.8751 4.5875 -0.1 -0.1 -0.1 0.000
H 2.4464 -5.3027 4.7366 0.0 0.1 -0.3 0.000
H 2.7916 -5.7215 3.0215 0.0 0.1 0.2 0.000
H 2.0627 -3.4709 2.4538 0.0 0.0 0.0 0.000
H 0.2742 -1.1188 5.5432 0.0 0.0 0.2 0.000
H -0.6594 1.0164 4.5939 0.0 0.1 0.0 0.000
H -0.9530 1.1851 2.1360 0.0 0.0 0.1 0.000
H 0.1926 -2.7259 1.5968 0.1 0.1 0.0 0.000

2.
80
Properties=species:S:1:pos:R:3:forces:R:3:mulliken_charge:R:1 method="wB97M-V/def2-TZVPD" homo_lumo_gap_ev=7.43 total_charge=+2 e_homo_ev=-13.56 lumo_energy_ev=-6.13 largest_force_ev_per_a=4.8 de_lowest_kj_mol=284.0
C -3.7978 -2.6924 0.8187 0.2 0.5 -0.3 -0.102
C -3.3898 -1.6771 -0.0749 -0.6 -0.1 0.0 0.549
C -4.3628 -0.7904 -0.5811 0.5 -0.1 0.3 -0.344
C -5.6410 -0.8414 -0.0391 0.4 -0.1 -0.2 -0.462
N -5.9806 -1.7395 0.8800 -0.5 0.1 0.3 -0.520
C -5.1095 -2.6583 1.2811 0.5 0.0 -0.2 -0.530
C -2.0355 -1.5828 -0.5098 3.7 -0.7 -1.4 0.058
C -0.8231 -1.6233 -0.8692 -3.7 0.0 0.6 -0.170
C 0.0916 -2.0496 -1.9223 -0.1 0.4 0.3 1.119
C 1.4376 -1.6529 -1.9735 0.4 -0.1 -0.2 -1.365
C 2.2560 -2.0034 -3.0387 0.0 1.0 0.9 -0.646
C 1.6704 -2.6279 -4.1003 0.7 -0.4 -1.6 -0.059
C 0.3681 -3.1258 -4.0853 0.0 0.4 0.7 -0.535
C -0.4320 -2.8381 -2.9720 0.9 -0.1 -0.2 -1.025
Be 1.2643 -0.4893 -0.2955 -3.1 2.8 2.4 -0.432
P -0.4012 0.3805 1.4898 -0.4 0.3 1.2 0.007
H -4.1012 -0.0933 -1.3740 -0.1 0.0 0.3 0.441
H -3.1086 -3.4762 1.1219 -0.1 0.2 0.1 0.508
H -6.3824 -0.1102 -0.3674 0.0 -0.4 0.2 0.388
H -5.4257 -3.3993 2.0164 -0.2 0.2 -0.2 0.390
H -1.4455 -3.2228 -2.8802 0.2 0.2 -0.1 0.561
H 2.0620 -1.0068 -1.2713 0.0 -1.5 -1.9 1.091
H 0.0053 -3.7041 -4.9201 -0.1 0.0 -0.1 0.495
H 3.2968 -1.6756 -3.0559 -0.4 -0.1 -0.1 0.583
C 0.5062 1.4579 2.7118 0.1 -0.1 -0.3 -0.847
C -0.2772 2.4004 3.6259 0.0 0.2 0.3 -1.525
H 1.2127 2.0477 2.1094 0.0 -0.1 0.2 0.566
H 1.1163 0.7801 3.3265 0.0 0.1 -0.2 0.724
H 0.4369 3.0181 4.1876 -0.2 -0.1 -0.1 0.450
H -0.9368 3.0856 3.0829 0.1 -0.1 0.0 0.264
H -0.8842 1.8714 4.3692 0.2 0.1 -0.3 0.288
C -1.9726 1.3349 1.1582 0.3 0.0 -0.5 0.096
C -3.1403 1.2553 2.1414 -0.3 0.1 0.2 -1.754
H -2.3041 0.9612 0.1809 0.0 0.2 0.0 0.248
H -1.6972 2.3893 1.0094 0.0 -0.3 0.0 0.606
H -3.9768 1.8505 1.7473 0.2 -0.2 0.1 0.444
H -3.5158 0.2334 2.2682 0.1 0.1 0.0 0.245
H -2.9025 1.6632 3.1315 0.0 -0.1 -0.3 0.290
C -0.9897 -1.0148 2.5485 0.2 -0.2 -0.1 0.402
C -1.2842 -0.7639 4.0276 -0.3 -0.1 0.2 -1.535
H -0.2065 -1.7820 2.4752 -0.1 0.0 0.0 0.392
H -1.8628 -1.4440 2.0421 0.2 0.1 0.2 -0.361
H -1.5555 -1.7175 4.4996 0.1 0.2 -0.1 0.444
H -0.4180 -0.3676 4.5653 -0.1 -0.1 -0.1 0.339
H -2.1245 -0.0807 4.1926 0.2 -0.2 -0.1 0.252
Br 2.7812 -2.6251 -5.6761 -0.7 -0.4 0.5 -0.123
P 1.0155 1.7470 -1.3132 0.7 -1.3 -0.2 1.047
C 0.3712 3.2966 -0.5838 -0.3 -0.1 0.5 -0.220
C 1.0164 4.5985 -1.0574 0.0 0.3 -0.2 -1.411
H 0.4717 3.2103 0.5107 0.0 0.1 -0.4 0.229
H -0.7088 3.3223 -0.7899 0.2 -0.1 0.0 0.463
H 0.5722 5.4271 -0.4867 0.2 -0.2 -0.2 0.439
H 2.1015 4.6074 -0.8934 -0.3 0.1 0.0 0.309
H 0.8298 4.7941 -2.1220 0.1 -0.1 0.3 0.282
C 2.7837 2.0134 -1.7025 0.1 0.1 -0.1 -0.761
C 3.1288 2.6202 -3.0558 0.4 0.3 -0.2 -1.434
H 3.2754 1.0309 -1.6070 -0.1 0.3 0.0 0.443
H 3.1796 2.6327 -0.8835 0.0 -0.2 -0.2 0.541
H 4.2230 2.6405 -3.1431 -0.3 0.1 -0.2 0.451
H 2.7369 2.0357 -3.8978 0.1 0.1 0.2 0.305
H 2.7712 3.6528 -3.1563 0.1 -0.3 0.1 0.284
C 0.0949 1.4839 -2.8786 0.0 -0.2 0.1 -0.553
C -0.2938 2.7086 -3.7016 0.0 0.1 -0.3 -1.409
H -0.8116 0.9269 -2.5907 0.2 0.1 -0.1 0.278
H 0.6974 0.7906 -3.4832 -0.1 0.1 0.1 0.405
H -0.8271 2.3554 -4.5939 0.1 0.2 0.2 0.451
H -0.9614 3.3843 -3.1539 0.1 -0.2 -0.1 0.324
H 0.5767 3.2806 -4.0470 -0.2 -0.2 0.1 0.259
C 3.4457 -4.3186 2.1065 0.1 -0.8 0.3 -0.843
N 3.0853 -2.9442 1.8567 0.2 1.0 0.1 0.058
C 3.7711 -1.8035 2.2967 -0.7 -0.7 -0.3 -0.791
C 3.1720 -0.7578 1.6948 -0.3 0.0 -0.7 -0.466
N 2.1810 -1.2348 0.8466 -0.2 -0.3 0.5 1.071
C 2.1095 -2.5592 1.0306 0.9 0.2 -0.1 -0.196
H 4.4566 -4.5224 1.7386 -0.2 0.1 0.1 0.362
H 3.4034 -4.5382 3.1753 0.0 0.0 -0.1 0.346
H 2.7415 -4.9615 1.5716 0.2 0.1 0.2 0.307
H 4.6022 -1.8152 2.9709 0.1 -0.3 0.2 0.503
H 3.3588 0.2948 1.7755 0.2 0.1 0.0 0.572
H 1.4099 -3.2525 0.5644 0.3 0.3 0.0 0.446

One value per record, in order, for E_tot: -302668.746; -124263.618 eV.